Entry one
The following is a DFT calculation (wB97M-V/def2-TZVPD) of 2 unconnected molecules or ions with the total composition C4H12NO.

Charge = +1
HOMO = -14.259 eV
Molar mass = 90.15 g/mol

Last column: natural (NBO) charge in e.
CARTESIAN COORDINATES (ANGSTROEM)
C  3.026  -1.148  -0.151  -0.61
C  2.088  0.113  -0.587  -0.45
C  0.603  -0.314  -0.618  -0.11
C  -0.365  0.604  -0.564  -0.11
N  -1.778  0.057  -0.450  -0.73
H  2.618  -2.148  -0.365  0.21
H  3.039  -1.115  0.982  0.22
H  4.072  -1.047  -0.404  0.24
H  2.492  0.323  -1.526  0.24
H  2.085  1.032  -0.029  0.23
H  0.627  -1.441  -0.557  0.24
H  -0.291  1.619  -0.836  0.24
H  -2.382  0.648  0.172  0.47
H  -2.409  -0.021  -1.356  0.45
H  -1.777  -0.846  0.079  0.45
H  -4.363  1.738  1.697  0.50
H  -3.564  0.910  2.723  0.50
O  -3.723  1.037  1.791  -0.98

Entry two
The following is a DFT calculation (wB97M-V/def2-TZVPD) of 2 unconnected molecules or ions with the total composition C4H12NO.

Charge = +1
HOMO = -15.868 eV
Molar mass = 90.15 g/mol

Last column: natural (NBO) charge in e.
CARTESIAN COORDINATES (ANGSTROEM)
C  0.521  2.153  -0.263  -0.62
C  1.362  1.145  0.543  -0.40
C  0.357  0.048  1.036  -0.20
C  0.669  -1.800  -0.673  0.12
N  0.054  -0.811  -0.182  -0.42
H  1.004  3.125  -0.361  0.24
H  0.253  1.757  -1.240  0.22
H  -0.357  2.353  0.349  0.21
H  2.058  0.519  -0.019  0.21
H  1.835  1.572  1.421  0.24
H  0.680  -0.725  1.743  0.23
H  -0.664  0.320  1.284  0.22
H  1.726  -1.948  -0.410  0.20
H  0.310  -2.542  -1.378  0.23
H  -0.980  -1.009  -0.317  0.46
H  -3.253  -0.675  -0.334  0.51
H  -2.982  -2.172  -0.572  0.50
O  -2.592  -1.307  -0.628  -0.95

Most stable of them? entry two.

Entry one
The following is a DFT calculation (wB97M-V/def2-TZVPD) of 2 unconnected molecules or ions with the total composition C4H12NO.

Charge = +1
HOMO = -13.505 eV
Molar mass = 90.15 g/mol

Last column: natural (NBO) charge in e.
CARTESIAN COORDINATES (ANGSTROEM)
C  1.669  1.898  0.677  -0.40
C  0.492  1.284  0.601  0.25
O  0.388  -0.092  1.025  -0.74
C  -0.808  1.814  0.005  -0.68
H  1.667  2.967  0.434  0.23
H  2.576  1.521  1.159  0.24
H  -0.287  -0.089  1.709  0.50
H  -0.654  2.876  -0.300  0.26
H  -1.017  1.250  -0.931  0.19
H  -1.702  1.752  0.669  0.24
C  -0.558  -2.868  -0.940  -0.42
N  -0.698  -1.383  -1.029  -0.71
H  -1.027  -3.085  0.031  0.23
H  -1.123  -3.377  -1.728  0.24
H  0.500  -3.160  -0.925  0.25
H  -0.127  -0.955  -0.229  0.47
H  -1.650  -1.043  -1.127  0.44
H  -0.147  -1.008  -1.813  0.43

Entry two
The following is a DFT calculation (wB97M-V/def2-TZVPD) of a gas-phase ion, C4H12NO (charge +1).

Charge = +1
Structure (SMILES) = CC[NH2+]CCO
HOMO = -15.147 eV
Molar mass = 90.15 g/mol

Last column: natural (NBO) charge in e.
CARTESIAN COORDINATES (ANGSTROEM)
C  -0.652  -0.324  -2.346  -0.66
C  0.526  -0.923  -1.615  -0.19
N  0.644  -0.379  -0.158  -0.50
C  -0.669  -0.251  0.568  -0.24
C  -0.397  0.369  1.920  -0.09
O  0.478  1.455  1.629  -0.75
H  -0.466  -0.401  -3.420  0.26
H  -0.736  0.756  -2.198  0.24
H  -1.536  -0.928  -2.161  0.24
H  0.472  -1.998  -1.457  0.22
H  1.498  -0.641  -2.029  0.23
H  1.126  0.514  -0.081  0.46
H  1.183  -1.068  0.364  0.43
H  -1.289  0.433  -0.001  0.24
H  -1.126  -1.241  0.573  0.23
H  -1.301  0.707  2.415  0.22
H  0.100  -0.344  2.592  0.18
H  0.591  2.033  2.391  0.51

Entry three
The following is a DFT calculation (wB97M-V/def2-TZVPD) of a gas-phase ion, C4H12NO (charge +1).

Charge = +1
Structure (SMILES) = CC[NH2+]CCO
HOMO = -15.316 eV
Molar mass = 90.15 g/mol

Last column: natural (NBO) charge in e.
CARTESIAN COORDINATES (ANGSTROEM)
C  -2.289  -0.026  0.240  -0.66
C  -1.412  -1.258  0.179  -0.22
N  -0.015  -0.826  -0.165  -0.51
C  0.900  -0.136  0.809  -0.25
C  1.829  0.760  -0.011  -0.09
O  1.029  1.379  -0.995  -0.74
H  -3.280  -0.131  0.673  0.27
H  -2.531  0.301  -0.779  0.23
H  -1.855  0.848  0.725  0.23
H  -1.445  -1.805  1.121  0.23
H  -1.697  -1.980  -0.579  0.23
H  -0.200  -0.077  -0.849  0.47
H  0.537  -1.561  -0.570  0.43
H  0.306  0.414  1.539  0.23
H  1.380  -0.840  1.491  0.24
H  2.352  1.458  0.637  0.22
H  2.549  0.078  -0.492  0.18
H  1.558  2.018  -1.473  0.51

Most stable of them? entry two.

Entry one
The following is a DFT calculation (wB97M-V/def2-TZVPD) of 2 unconnected molecules or ions with the total composition C4H12NO.

Charge = +1
HOMO = -13.710 eV
Molar mass = 90.15 g/mol

Last column: natural (NBO) charge in e.
CARTESIAN COORDINATES (ANGSTROEM)
C  1.654  -0.856  1.732  -0.56
C  -0.086  1.931  0.118  -0.71
C  1.725  0.280  0.593  -0.51
C  0.308  0.502  0.013  0.69
N  -2.449  -1.181  -1.851  -0.86
O  -0.465  -0.328  -0.364  -0.68
H  0.983  -1.635  1.220  0.21
H  2.622  -1.250  1.881  0.23
H  1.292  -0.487  2.558  0.20
H  -1.065  1.960  -0.139  0.22
H  0.521  2.490  -0.496  0.25
H  0.248  2.221  1.158  0.25
H  2.167  1.231  0.909  0.22
H  2.269  -0.126  -0.221  0.24
H  -3.243  -1.113  -1.231  0.44
H  -2.559  -0.527  -2.561  0.44
H  -2.252  -2.149  -2.060  0.45
H  -1.670  -0.963  -1.259  0.47

Entry two
The following is a DFT calculation (wB97M-V/def2-TZVPD) of 3 unconnected molecules or ions with the total composition C4H12NO.

Charge = +1
HOMO = -13.480 eV
Molar mass = 90.15 g/mol

Last column: natural (NBO) charge in e.
CARTESIAN COORDINATES (ANGSTROEM)
C  -1.961  0.718  1.393  -0.61
C  -0.690  0.398  0.564  -0.25
C  -0.618  -0.512  -0.420  0.39
C  -1.632  -1.458  -0.977  -0.72
O  1.971  -1.248  -0.836  -0.77
N  2.850  1.629  0.238  -1.09
H  -2.016  1.682  2.001  0.29
H  -2.189  -0.211  2.040  0.27
H  -2.849  0.803  0.704  0.25
H  -0.051  1.332  0.758  0.37
H  0.957  -0.925  -0.719  0.39
H  -2.648  -0.969  -1.117  0.30
H  -1.691  -2.436  -0.410  0.30
H  -1.101  -1.671  -1.898  0.29
H  3.068  0.641  -0.048  0.37
H  1.890  -1.754  -1.619  0.48
H  3.568  1.813  0.940  0.37
H  3.141  2.169  -0.594  0.37

Most stable of them? entry one.

Entry one
The following is a DFT calculation (wB97M-V/def2-TZVPD) of 3 unconnected molecules or ions with the total composition C3H14NO2.

Charge = +1
HOMO = -13.576 eV
Molar mass = 96.15 g/mol

Last column: natural (NBO) charge in e.
CARTESIAN COORDINATES (ANGSTROEM)
C  -0.523  1.836  0.469  -0.63
C  0.032  0.660  1.240  -0.22
N  0.893  -0.200  0.401  -0.51
C  1.725  -1.166  1.251  -0.41
H  -1.371  1.571  -0.151  0.24
H  -0.871  2.566  1.182  0.25
H  0.256  2.291  -0.132  0.22
H  0.662  1.005  2.054  0.22
H  -0.695  -0.014  1.678  0.22
H  1.590  0.329  -0.138  0.47
H  0.386  -0.809  -0.236  0.43
H  2.735  -0.809  1.228  0.23
H  1.707  -2.134  0.750  0.23
H  1.247  -1.238  2.215  0.23
H  -5.867  -2.042  -1.652  0.48
H  -5.084  -3.157  -2.400  0.47
O  -5.060  -2.233  -2.135  -0.95
H  2.813  0.658  -2.456  0.50
H  2.965  1.854  -1.537  0.50
O  2.460  1.033  -1.632  -0.98

Entry two
The following is a DFT calculation (wB97M-V/def2-TZVPD) of 3 unconnected molecules or ions with the total composition C3H14NO2.

Charge = +1
HOMO = -15.816 eV
Molar mass = 96.15 g/mol

Last column: natural (NBO) charge in e.
CARTESIAN COORDINATES (ANGSTROEM)
C  1.147  -1.545  -0.501  -0.65
C  0.077  -0.854  -1.292  -0.23
N  -0.510  0.261  -0.453  -0.55
C  -1.554  0.993  -1.193  -0.43
H  2.082  -0.947  -0.025  0.22
H  1.583  -2.204  -1.248  0.25
H  0.639  -2.181  0.330  0.24
H  -0.656  -1.579  -1.655  0.24
H  0.480  -0.380  -2.305  0.22
H  -0.836  -0.332  0.348  0.48
H  0.235  0.801  -0.022  0.46
H  -2.283  0.341  -1.667  0.24
H  -2.109  1.710  -0.575  0.24
H  -1.074  1.637  -1.953  0.23
H  2.163  1.154  1.453  0.51
H  1.235  2.490  1.813  0.52
O  1.245  1.562  1.523  -1.01
H  -1.001  -0.813  2.935  0.51
H  -0.086  0.237  2.402  0.50
O  -0.778  -0.353  2.084  -0.98

Most stable of them? entry one.

Entry one
The following is a DFT calculation (wB97M-V/def2-TZVPD) of 8 unconnected molecules or ions with the total composition H16O8.

Charge = 0
Structure (SMILES) = O.O.O.O.O.O.O.O
HOMO = -11.381 eV
Molar mass = 144.12 g/mol

Last column: natural (NBO) charge in e.
CARTESIAN COORDINATES (ANGSTROEM)
O  0.464  -0.175  -1.695  -0.93
H  1.256  -0.071  -1.155  0.47
H  -0.234  0.231  -1.168  0.46
O  -5.062  -0.624  -1.170  -0.93
H  -5.367  0.280  -1.309  0.46
H  -4.400  -0.544  -0.474  0.47
O  -1.971  2.055  2.366  -0.93
H  -2.230  1.278  1.857  0.47
H  -1.064  1.867  2.635  0.47
O  0.030  -3.653  0.408  -0.93
H  -0.412  -3.521  1.255  0.45
H  0.785  -4.211  0.622  0.48
O  5.220  -1.983  -0.875  -0.93
H  4.916  -1.643  -1.724  0.47
H  5.128  -1.233  -0.276  0.46
O  4.156  2.578  0.861  -0.93
H  4.446  3.139  1.590  0.47
H  4.394  1.687  1.143  0.46
O  -2.364  -1.764  0.625  -0.94
H  -1.509  -2.153  0.842  0.47
H  -2.833  -1.745  1.466  0.46
O  -0.979  3.678  -1.694  -0.93
H  -1.520  3.803  -2.482  0.47
H  -0.849  2.724  -1.647  0.46

Entry two
The following is a DFT calculation (wB97M-V/def2-TZVPD) of 8 unconnected molecules or ions with the total composition H16O8.

Charge = 0
Structure (SMILES) = O.O.O.O.O.O.O.O
HOMO = -10.516 eV
Molar mass = 144.12 g/mol

Last column: natural (NBO) charge in e.
CARTESIAN COORDINATES (ANGSTROEM)
O  -1.622  -1.401  -1.588  -0.98
H  -2.204  -1.394  -0.816  0.49
H  -1.673  -2.367  -1.854  0.50
O  -0.823  -1.923  2.266  -0.98
H  -1.092  -1.041  1.904  0.50
H  -0.044  -2.194  1.798  0.47
O  0.987  -0.736  -0.738  -0.95
H  0.237  -0.617  -0.176  0.47
H  0.611  -0.843  -1.583  0.47
O  -0.974  0.484  0.993  -1.02
H  -0.141  0.827  1.382  0.50
H  -1.113  1.141  0.309  0.50
O  0.459  2.141  -3.029  -0.96
H  -0.332  2.070  -2.424  0.49
H  0.115  2.128  -3.872  0.45
O  1.388  0.952  2.051  -0.95
H  1.668  0.663  2.924  0.50
H  1.993  1.616  1.745  0.50
O  3.003  -1.157  1.423  -0.94
H  2.436  -0.404  1.478  0.47
H  2.902  -1.633  2.248  0.45
O  -1.599  1.492  -1.481  -0.96
H  -2.577  1.632  -1.300  0.49
H  -1.609  0.552  -1.655  0.51

Entry three
The following is a DFT calculation (wB97M-V/def2-TZVPD) of 9 unconnected molecules or ions with the total composition H16O8.

Charge = 0
HOMO = -10.701 eV
Molar mass = 144.12 g/mol

Last column: natural (NBO) charge in e.
CARTESIAN COORDINATES (ANGSTROEM)
O  -1.157  2.116  0.103  -0.95
H  -0.218  2.041  0.364  0.48
H  -0.899  1.866  -0.799  0.48
O  -0.014  -1.304  2.256  -0.88
H  0.643  -1.921  2.590  0.47
H  -1.266  -0.670  1.249  0.50
O  -2.369  -1.767  -2.071  -0.95
H  1.245  -0.831  -1.567  0.20
H  -1.418  -1.679  -2.286  0.44
O  0.905  0.941  2.140  -0.96
H  0.464  -0.016  2.266  0.47
H  0.302  1.555  2.602  0.49
O  -1.995  -0.581  0.583  -0.92
H  -2.444  -1.481  -1.150  0.50
H  -1.783  0.275  0.145  0.49
O  -0.622  0.658  -1.993  -0.88
H  -0.781  0.393  -2.916  0.50
H  0.182  0.150  -1.789  0.42
O  1.815  1.821  -0.180  -0.92
H  2.448  1.254  -0.624  0.46
H  1.702  1.279  0.631  0.50
O  2.096  -1.506  0.223  -0.76
H  1.751  -1.309  -0.651  0.32
H  1.411  -1.281  0.874  0.50

Entry four
The following is a DFT calculation (wB97M-V/def2-TZVPD) of 8 unconnected molecules or ions with the total composition H16O8.

Charge = 0
Structure (SMILES) = O.O.O.O.O.O.O.O
HOMO = -10.566 eV
Molar mass = 144.12 g/mol

Last column: natural (NBO) charge in e.
CARTESIAN COORDINATES (ANGSTROEM)
O  0.283  2.108  -3.037  -0.97
H  1.156  2.418  -3.276  0.46
H  0.439  1.449  -2.360  0.49
O  0.055  -2.746  1.470  -0.97
H  0.307  -3.670  1.493  0.47
H  0.793  -2.307  1.048  0.49
O  -1.451  -1.881  -2.903  -0.94
H  -1.127  -1.120  -2.421  0.48
H  -0.681  -2.439  -3.016  0.46
O  0.407  0.433  -0.979  -0.99
H  -0.031  0.622  -0.150  0.50
H  0.895  -0.373  -0.814  0.48
O  2.265  -1.399  0.400  -0.96
H  2.839  -2.165  0.440  0.48
H  2.727  -0.783  -0.168  0.49
O  1.101  2.160  2.448  -0.96
H  0.706  2.251  3.315  0.46
H  0.575  1.488  2.014  0.49
O  -0.690  0.048  1.451  -1.00
H  -1.531  0.415  1.176  0.50
H  -0.868  -0.882  1.590  0.51
O  -2.770  1.752  0.651  -0.95
H  -3.029  2.158  1.478  0.48
H  -2.371  2.463  0.149  0.49

Most stable of them? entry four.

Entry one
The following is a DFT calculation (wB97M-V/def2-TZVPD) of 8 unconnected molecules or ions with the total composition H16O8.

Charge = 0
Structure (SMILES) = O.O.O.O.O.O.O.O
HOMO = -10.979 eV
Molar mass = 144.12 g/mol

Last column: natural (NBO) charge in e.
CARTESIAN COORDINATES (ANGSTROEM)
O  7.569  4.432  5.840  -0.98
H  7.049  3.952  6.524  0.51
H  7.541  3.857  5.070  0.47
O  6.794  6.863  8.895  -1.00
H  7.485  6.969  9.520  0.48
H  7.150  7.064  7.965  0.52
O  4.198  4.602  5.740  -0.96
H  4.295  4.099  4.908  0.49
H  3.922  5.481  5.510  0.48
O  7.260  7.054  6.091  -1.02
H  6.799  7.637  5.439  0.49
H  7.397  6.185  5.698  0.51
O  4.143  4.756  8.544  -0.99
H  3.898  4.523  7.647  0.51
H  3.595  4.315  9.196  0.48
O  7.051  4.049  8.481  -0.97
H  6.153  3.965  8.778  0.48
H  6.980  4.997  8.442  0.49
O  4.852  7.794  4.622  -0.96
H  4.674  7.214  5.372  0.49
H  4.950  8.691  5.028  0.48
O  4.232  7.553  7.371  -0.98
H  5.098  7.687  7.678  0.49
H  3.813  6.919  7.984  0.50

Entry two
The following is a DFT calculation (wB97M-V/def2-TZVPD) of 8 unconnected molecules or ions with the total composition H16O8.

Charge = 0
Structure (SMILES) = O.O.O.O.O.O.O.O
HOMO = -10.544 eV
Molar mass = 144.12 g/mol

Last column: natural (NBO) charge in e.
CARTESIAN COORDINATES (ANGSTROEM)
O  16.221  14.557  3.806  -0.96
H  16.188  15.498  3.634  0.48
H  15.508  14.192  3.280  0.48
O  13.440  11.007  3.933  -0.93
H  13.867  10.910  4.784  0.46
H  13.779  11.832  3.587  0.46
O  13.652  14.047  2.410  -0.98
H  12.880  13.820  1.891  0.50
H  13.634  15.002  2.461  0.48
O  19.588  15.756  4.472  -0.96
H  18.690  16.042  4.307  0.49
H  20.000  16.500  4.913  0.47
O  17.337  17.430  4.263  -0.95
H  16.437  17.490  4.583  0.49
H  17.403  18.121  3.603  0.48
O  15.419  15.717  6.658  -0.95
H  15.816  14.847  6.666  0.48
H  14.529  15.578  6.982  0.47
O  18.313  12.746  4.976  -0.95
H  17.404  12.988  4.798  0.47
H  18.822  13.228  4.325  0.48
O  14.299  11.539  1.104  -0.94
H  14.511  12.254  1.704  0.46
H  15.132  11.320  0.686  0.47

Most stable of them? entry one.